95
Properties=species:S:1:pos:R:3 method="wB97M-V/def2-TZVPD" orbital_gap_ha=0.3380 charge=+1 e_lumo_ha=-0.078 e_above_lowest_kcal_mol=3.6 spin_multiplicity=1
Zn -2.05 1.41 0.15
Zn 2.05 -1.52 -0.66
P 0.13 0.01 0.16
O -1.10 -0.02 1.10
O -0.12 1.43 -0.46
O 0.08 -1.18 -0.86
O 1.57 -0.18 0.70
C 1.34 -3.84 -2.51
O 2.17 -3.08 -2.00
N 1.72 -5.03 -3.06
N 0.01 -3.55 -2.55
H 1.02 -5.69 -3.34
H 2.66 -5.35 -2.89
H -0.22 -2.73 -1.99
H -0.58 -3.95 -3.25
C 1.03 -0.08 4.48
O 0.86 0.18 5.65
N 0.11 -0.75 3.70
N 2.12 0.33 3.76
H 0.14 -0.61 2.70
H -0.73 -1.14 4.07
H 2.23 0.09 2.79
H 2.90 0.74 4.23
C 2.24 3.46 -2.06
O 2.74 4.41 -2.64
N 1.11 2.81 -2.51
N 2.75 2.90 -0.90
H 0.48 3.25 -3.15
H 0.76 2.07 -1.90
H 2.08 2.36 -0.37
H 3.66 3.20 -0.62
C -2.61 -3.18 0.95
O -3.41 -4.11 0.96
N -2.12 -2.68 -0.22
N -2.24 -2.50 2.07
H -1.47 -1.88 -0.31
H -2.49 -3.10 -1.05
H -2.65 -2.80 2.94
H -1.77 -1.61 1.98
C -2.38 4.32 -0.69
O -2.64 3.12 -0.85
N -3.35 5.26 -0.61
N -1.09 4.75 -0.75
H -3.12 6.22 -0.43
H -4.28 4.91 -0.48
H -0.36 4.07 -0.88
H -0.93 5.74 -0.75
C 1.31 -3.86 1.57
O 2.18 -2.92 0.92
C 3.44 -2.80 1.59
C 4.27 -1.63 1.00
N 4.07 -1.54 -0.52
C 4.66 -0.33 -1.14
C 3.95 -0.05 -2.46
O 2.55 -0.31 -2.39
C 1.88 -0.16 -3.64
H 1.40 -3.83 2.66
H 1.51 -4.87 1.21
H 0.30 -3.52 1.35
H 3.98 -3.74 1.46
H 3.28 -2.56 2.64
H 5.31 -1.92 1.14
H 3.98 -0.67 1.42
H 4.69 -2.32 -0.74
H 5.72 -0.48 -1.34
H 4.62 0.50 -0.43
H 4.43 -0.52 -3.32
H 4.03 1.03 -2.68
H 0.82 -0.23 -3.39
H 2.17 -0.98 -4.31
H 2.13 0.79 -4.10
C -2.50 0.36 -2.70
O -2.83 0.09 -1.32
C -4.20 -0.17 -1.09
C -4.50 -0.05 0.41
N -4.02 1.22 0.92
C -3.70 1.26 2.36
C -2.93 2.49 2.80
O -1.86 2.67 1.90
C -0.71 3.35 2.45
H -1.45 0.63 -2.66
H -3.10 1.18 -3.11
H -2.64 -0.57 -3.25
H -4.46 -1.18 -1.40
H -4.80 0.61 -1.57
H -4.03 -0.87 0.97
H -5.57 -0.23 0.60
H -4.48 2.04 0.54
H -3.07 0.38 2.55
H -4.57 1.05 2.98
H -2.64 2.31 3.84
H -3.58 3.38 2.88
H 0.13 3.02 1.84
H -0.56 3.01 3.47
H -0.85 4.43 2.41